No. 1
{"formula": "H2I2O2P", "method": "wB97M-V/def2-TZVPD", "e_lumo_ev": [-9.12, -9.13], "charge": 1, "energy_ev": -29606.100, "spin_multiplicity": 1, "e_homo_ev": [-14.09, -14.12], "de_lowest_ev": 6.2266, "species": ["I", "I", "P", "O", "O", "H", "H"], "coordinates": [[-2.3382, 1.4408, -0.0768], [-1.7616, -2.6153, 0.2265], [-0.7472, -0.5003, -0.0433], [1.7057, 0.8658, -0.7896], [0.0583, -0.3575, 1.2885], [0.6783, 0.3823, 0.9701], [2.4047, 0.7843, -1.5754]], "forces_ev_per_a": [[0.9, -1.2, -0.3], [0.2, 0.4, -0.5], [-0.7, 0.9, 0.0], [0.4, -0.9, -1.6], [1.2, 1.4, -1.1], [0.2, -0.6, 1.3], [-2.2, 0.0, 2.1]], "lowdin_charge": [0.603, 0.730, 0.075, -0.156, -0.408, 0.060, 0.096]}



No. 2
{"formula": "C3H11NS", "method": "wB97M-V/def2-TZVPD", "smiles": "CNC.CS", "e_lumo_ev": 0.64, "energy_ev": -15612.933, "spin_multiplicity": 1, "e_homo_ev": -8.66, "de_lowest_ev": 1.8178, "species": ["S", "N", "C", "C", "C", "H", "H", "H", "H", "H", "H", "H", "H", "H", "H", "H"], "coordinates": [[-2.1234, -1.8728, 1.3082], [1.4811, 0.1501, -0.4029], [-2.3779, -0.9615, -0.2954], [1.6912, 1.4025, -1.1271], [0.9826, 0.3051, 0.9507], [1.7650, 0.8529, 1.4787], [-1.0285, -2.2501, 1.9984], [0.0511, 0.8868, 1.0164], [-1.6104, -0.1991, -0.3776], [2.2053, 2.0034, -0.3763], [2.1508, 1.2895, -2.1012], [-2.2960, -1.7219, -1.0628], [0.9346, -0.5220, -0.9213], [0.8440, -0.6772, 1.3910], [0.7212, 1.9098, -1.2604], [-3.3909, -0.5955, -0.2184]], "forces_ev_per_a": [[-2.9, -0.7, 1.3], [0.3, -0.7, -0.6], [2.1, -0.9, 0.5], [-1.5, -0.2, 1.5], [0.4, 0.4, -0.6], [-0.2, -0.1, 0.4], [1.0, 0.8, -1.4], [-0.1, -0.1, 0.1], [-0.3, 0.3, -0.4], [0.6, 0.4, -0.7], [0.5, -0.1, 0.2], [0.0, 0.3, -0.3], [-0.1, 0.1, -0.1], [0.0, 0.0, 0.2], [0.1, 0.2, -0.3], [0.0, 0.2, 0.3]], "lowdin_charge": [0.570, -0.206, -0.411, -0.136, -0.166, 0.076, -0.185, 0.070, -0.003, 0.072, 0.072, 0.015, 0.082, 0.055, 0.069, 0.025]}



No. 3
{"formula": "C5H8O2", "method": "wB97M-V/def2-TZVPD", "e_lumo_ev": [-0.16, -0.16], "energy_ev": -9405.148, "spin_multiplicity": 1, "e_homo_ev": [-7.40, -7.40], "de_lowest_ev": 4.6844, "species": ["O", "O", "C", "C", "C", "C", "C", "H", "H", "H", "H", "H", "H", "H", "H"], "coordinates": [[1.2535, 0.8085, 1.2942], [-1.1269, -1.3641, -0.2083], [-0.6549, -0.1474, -0.3957], [0.6475, -1.5154, 0.7784], [-1.5955, 1.0262, -0.2212], [0.9180, -0.1932, 0.4037], [0.6714, 0.0706, -1.0496], [-2.3764, 0.7818, 0.5043], [-1.0740, 1.9278, 0.1220], [0.9686, -0.7249, -1.7356], [0.9387, -2.3959, 0.2086], [-2.0790, 1.2618, -1.1775], [0.4212, -1.6959, 1.8291], [0.9483, 1.0704, -1.3848], [2.1394, 1.0897, 1.0325]], "forces_ev_per_a": [[0.2, 0.2, -0.1], [-0.2, 0.1, 0.1], [-0.3, 0.1, -0.3], [0.3, 0.2, 0.2], [0.0, -0.1, 0.1], [0.4, -0.4, 0.1], [-0.1, 0.0, 0.0], [0.2, -0.1, -0.1], [0.1, -0.2, -0.1], [0.0, 0.1, 0.1], [-0.4, 0.3, -0.2], [0.1, -0.1, 0.1], [0.0, 0.0, -0.2], [-0.3, -0.1, 0.1], [-0.1, 0.1, 0.3]], "lowdin_charge": [0.025, -0.104, -0.480, 0.173, 0.009, -0.447, -0.025, 0.086, 0.088, 0.126, 0.102, 0.092, 0.120, 0.125, 0.108]}